(1)
The following is a quantum chemistry calculation of a molecular structure, C33H36AsBCsIN12S, from the Open Molecules 2025 dataset.

Each line ends with the Löwdin charge.
Positions of all 86 atoms, in Å:
Cs  0.70107  -0.14611  -0.33938  0.646
C  -3.77876  2.24313  1.92113  -0.107
C  -3.34742  1.74609  0.67659  -0.202
N  -2.19704  2.28962  0.30590  0.080
N  -1.86618  3.14892  1.29062  -0.052
C  -2.79141  3.14014  2.26952  -0.124
B  -0.55586  3.96402  1.30147  -0.551
N  0.54941  3.17313  2.05764  -0.049
C  1.75822  3.65220  2.40808  -0.106
C  2.52138  2.59907  2.86408  -0.077
C  1.66254  1.49055  2.74801  -0.232
N  0.47820  1.84736  2.26485  0.008
N  -0.05074  4.25092  -0.12598  -0.058
C  -0.03502  5.43557  -0.76754  -0.118
C  0.56052  5.25042  -1.99696  -0.095
C  0.88662  3.88005  -2.00647  -0.173
N  0.50948  3.28846  -0.88200  0.053
H  -4.66579  1.98661  2.47698  0.079
H  -3.82219  1.01851  0.03432  0.092
H  -2.67668  3.76620  3.14014  0.111
H  -0.74737  5.02989  1.85690  0.107
H  1.99270  4.69810  2.28897  0.112
H  3.53771  2.62407  3.22010  0.079
H  1.85498  0.45632  2.99939  0.088
H  -0.44406  6.31676  -0.30081  0.102
H  0.73917  5.98789  -2.76169  0.071
H  1.36475  3.30065  -2.78352  0.090
S  4.30092  -0.07756  -4.66835  1.056
C  2.82463  0.57074  -5.29215  -0.492
C  2.56008  1.16240  -6.52409  -0.112
C  1.27349  1.60785  -6.77699  -0.116
C  0.26592  1.45936  -5.81688  -0.098
C  0.52804  0.86762  -4.59484  -0.022
C  1.82264  0.42378  -4.32588  -0.317
N  2.22022  -0.17563  -3.14370  0.045
C  3.46809  -0.50573  -3.15008  -0.494
C  4.21308  -1.16823  -2.05083  -0.312
C  5.46771  -1.71815  -2.35376  -0.117
C  6.20931  -2.33366  -1.36312  -0.137
C  5.67156  -2.39850  -0.07787  -0.136
C  4.41773  -1.85761  0.18030  -0.184
C  3.61319  -1.19995  -0.77530  -0.185
H  3.34074  1.27197  -7.26671  0.096
H  1.04637  2.07632  -7.72686  0.089
H  -0.73463  1.81286  -6.03250  0.095
H  -0.24674  0.73891  -3.84858  0.101
H  5.86132  -1.68894  -3.36727  0.061
H  7.17651  -2.76879  -1.58614  0.080
H  6.23784  -2.87883  0.71597  0.080
H  4.04515  -1.95449  1.20134  0.060
N  -1.11143  -3.10616  0.28427  0.061
C  -0.67439  -4.16542  0.03773  -0.371
N  -0.15374  -5.33743  -0.08539  0.041
C  -0.54358  -6.26977  -0.91929  -0.457
N  -0.83615  -7.16813  -1.59744  0.037
I  -5.52530  -2.82384  -4.89522  0.780
C  -3.92980  -2.34166  -3.68679  -0.797
C  -3.66827  -2.83656  -2.42852  -0.162
N  -2.54712  -2.22270  -2.01794  -0.010
N  -2.06144  -1.36335  -2.92184  0.046
C  -2.89580  -1.42257  -3.94723  -0.225
H  -4.16869  -3.58094  -1.83365  0.116
H  -2.04215  -2.37954  -1.13900  0.059
H  -2.72744  -0.82388  -4.82814  0.095
C  -0.56216  0.32203  5.31173  -0.175
C  -1.76346  0.00285  4.42736  -0.444
As  -1.33152  -0.95783  2.75020  1.169
C  -3.17462  -1.54523  2.32338  -0.448
C  -4.09013  -1.96178  3.46808  -0.185
C  -0.74241  -2.64655  3.60117  -0.460
C  0.78188  -2.75088  3.63705  -0.190
H  -0.88370  0.81120  6.23646  0.059
H  0.14159  0.98546  4.80930  0.038
H  -0.02429  -0.58600  5.59765  0.050
H  -2.27642  0.92089  4.13029  0.044
H  -2.47284  -0.60888  4.98707  0.040
H  -3.01852  -2.37240  1.63115  0.021
H  -3.62826  -0.73315  1.75294  0.026
H  -3.61751  -2.70333  4.11700  0.056
H  -5.01047  -2.40797  3.07836  0.059
H  -4.38118  -1.11373  4.08979  0.051
H  -1.14963  -3.45242  2.98904  0.045
H  -1.17124  -2.73078  4.60374  0.055
H  1.19404  -2.70997  2.62655  0.057
H  1.11266  -3.69050  4.08773  0.061
H  1.23213  -1.93329  4.20637  0.043

The value obtained for the LUMO energy is 3.293 eV. The energy above the lowest of the compared OMol25 structures with the same formula, charge and spin comes out at 82.1 kJ/mol. For the frontier orbital gap, the calculation gives 5.4 eV. Its charge is -2.



(2)
The following is a quantum chemistry calculation of a molecular structure, C33H36BCl72FNO5PS, from the Open Molecules 2025 dataset.

Each line ends with the Löwdin charge.
Positions of all 151 atoms, in Å:
C  -4.03909  -5.65351  0.72126  -0.055
N  -4.28308  -4.45413  -0.10563  -0.074
C  -3.12584  -4.08949  -0.93148  -0.074
B  -4.84636  -3.35578  0.61998  -0.576
O  -6.02806  -3.61625  1.29547  0.135
C  -4.18460  -1.88687  0.72666  -0.054
C  -3.33590  -1.54166  1.70776  -0.179
C  -2.90750  -2.56543  2.81050  -0.142
O  -1.97550  -3.51656  2.30719  -0.143
O  -0.69794  -3.07713  2.66545  -0.078
C  -2.78040  -0.09895  1.73277  -0.285
O  -2.59016  0.41659  2.77027  0.168
C  -2.57814  0.58810  0.37837  -0.194
F  -1.58313  1.51962  0.26121  0.016
C  -3.44052  0.24223  -0.59398  -0.226
P  -3.27006  1.04280  -2.26095  0.363
S  -4.39048  2.61977  -2.37074  0.148
C  -4.51270  -0.77564  -0.26618  -0.366
O  -5.58250  -0.70149  -0.75601  0.118
H  -4.66394  -6.47622  0.33589  0.091
H  -4.39702  -5.47578  1.74830  0.085
H  -2.98163  -5.94172  0.77960  0.090
H  -3.29614  -3.21458  -1.57244  0.089
H  -2.94461  -4.93449  -1.62480  0.094
H  -2.19209  -4.00750  -0.34119  0.084
H  -6.26745  -2.82161  1.78757  0.013
H  -2.36337  -2.02365  3.59852  0.133
H  -3.79002  -3.06532  3.21756  0.107
H  -0.15187  -3.11066  1.86593  -0.021
H  -1.89868  1.39123  -2.33283  -0.154
H  -3.49003  0.09413  -3.28607  -0.046
C  1.30260  -0.37360  -0.11881  -1.521
Cl  1.16894  -2.04672  0.39247  0.596
Cl  2.91287  -0.03220  -0.73811  0.529
Cl  0.07290  -0.01348  -1.31973  0.601
H  1.12941  0.25707  0.74561  -0.027
C  6.04806  -2.82486  0.29575  -1.498
Cl  4.38481  -2.89100  0.87664  0.481
Cl  6.26634  -3.88189  -1.11874  0.491
Cl  6.51013  -1.16956  -0.09308  0.496
H  6.69916  -3.18000  1.08539  -0.079
C  10.38063  -3.13393  1.53969  -1.493
Cl  8.80211  -3.73428  2.05794  0.589
Cl  10.34131  -2.63709  -0.15566  0.512
Cl  10.90127  -1.79453  2.56040  0.524
H  11.09766  -3.93960  1.63974  0.017
C  -6.39234  -0.71690  4.51108  -1.432
Cl  -5.27813  -0.48328  5.85666  0.545
Cl  -7.32909  0.74567  4.18697  0.538
Cl  -5.49415  -1.20305  3.05322  0.817
H  -7.08140  -1.51055  4.77615  0.023
C  -6.06858  -0.96062  -5.63226  -1.517
Cl  -6.04599  -0.68655  -3.89125  0.559
Cl  -6.78200  0.42364  -6.46827  0.554
Cl  -4.43798  -1.28102  -6.23636  0.521
H  -6.68268  -1.83001  -5.83283  0.014
C  -4.50588  3.65215  7.11964  -1.523
Cl  -3.91514  5.23247  6.59280  0.537
Cl  -5.21274  3.75652  8.73438  0.534
Cl  -5.67616  3.01462  5.96578  0.506
H  -3.66244  2.97338  7.16057  0.016
C  -5.91578  8.26571  6.37550  -1.550
Cl  -7.48174  7.67643  6.93601  0.535
Cl  -5.95943  8.59195  4.63928  0.529
Cl  -5.43460  9.70800  7.27460  0.522
H  -5.17934  7.49330  6.55478  -0.073
C  -4.71811  2.74735  -8.51072  -1.547
Cl  -3.61525  3.03230  -7.16676  0.512
Cl  -5.76903  4.14317  -8.76830  0.532
Cl  -3.80176  2.37475  -9.97588  0.506
H  -5.33881  1.89365  -8.26797  -0.048
C  2.86045  -6.64946  -0.11235  -1.500
Cl  3.51075  -8.02113  0.78748  0.516
Cl  1.71829  -5.73268  0.88847  0.502
Cl  4.16397  -5.60080  -0.67397  0.470
H  2.32870  -7.03066  -0.97607  0.018
C  8.43875  1.04645  -2.50330  -1.523
Cl  9.07943  -0.34515  -1.62489  0.442
Cl  7.31438  1.95541  -1.48645  0.519
Cl  9.74882  2.08798  -3.06618  0.533
H  7.89723  0.68344  -3.36856  0.018
C  -0.52037  0.82590  -10.75288  -1.556
Cl  -0.58081  -0.85261  -10.20886  0.525
Cl  1.08631  1.22579  -11.36464  0.526
Cl  -1.75028  1.12681  -11.98392  0.494
H  -0.72983  1.46616  -9.90275  -0.008
C  -8.89330  9.28539  2.31337  -1.547
Cl  -10.55132  9.21607  2.91955  0.547
Cl  -8.66795  8.15258  0.97927  0.507
Cl  -8.48791  10.92968  1.80952  0.532
H  -8.22583  9.00114  3.11865  -0.050
C  4.25811  0.33723  3.65089  -1.510
Cl  4.09853  -1.35008  4.15270  0.509
Cl  5.88026  0.66569  3.04189  0.522
Cl  3.05183  0.73446  2.42387  0.558
H  4.08435  0.96714  4.51462  0.016
C  12.35387  1.65619  2.23965  -1.547
Cl  12.95968  3.26379  1.82221  0.533
Cl  11.67561  1.65191  3.87258  0.522
Cl  11.15480  1.11612  1.06668  0.494
H  13.18697  0.96376  2.21800  0.014
C  5.43700  -11.15108  -1.41461  -1.505
Cl  3.77243  -11.25625  -0.84404  0.518
Cl  5.69010  -12.17976  -2.83101  0.493
Cl  5.85544  -9.47377  -1.78616  0.542
H  6.09038  -11.49785  -0.62333  0.021
C  1.16959  2.75373  -4.62151  -1.517
Cl  1.09849  1.90495  -6.16733  0.510
Cl  -0.15331  2.23175  -3.57218  0.532
Cl  2.72986  2.49168  -3.83992  0.535
H  1.05457  3.81550  -4.80670  0.010
C  -12.35677  11.72266  0.73614  -1.572
Cl  -14.01604  11.66729  1.33964  0.520
Cl  -12.14135  10.59216  -0.60141  0.516
Cl  -11.92824  13.36337  0.24198  0.518
H  -11.69320  11.42602  1.53973  -0.049
C  -4.05936  7.85174  0.97874  -1.533
Cl  -3.40265  8.57752  -0.49033  0.532
Cl  -5.67061  8.49448  1.32235  0.481
Cl  -4.11097  6.09375  0.83497  0.530
H  -3.40654  8.10673  1.80508  0.012
C  9.15801  4.86140  3.24293  -1.557
Cl  8.79005  6.31186  2.30568  0.526
Cl  9.26939  5.24297  4.96373  0.519
Cl  7.94475  3.61089  2.95967  0.497
H  10.11832  4.48287  2.91749  -0.020
C  9.27851  -9.20388  -3.45481  -1.565
Cl  9.16252  -9.86865  -5.08586  0.522
Cl  10.69298  -9.84874  -2.61589  0.519
Cl  9.32985  -7.43915  -3.50069  0.517
H  8.39472  -9.50040  -2.90505  -0.053
C  2.95103  -5.13137  5.58656  -1.542
Cl  2.79033  -6.80840  6.11618  0.527
Cl  4.58210  -4.82354  4.97492  0.507
Cl  1.73084  -4.75733  4.36592  0.523
H  2.78973  -4.48791  6.44275  0.013
C  -0.99589  5.79533  -8.67194  -1.547
Cl  -0.21565  4.45218  -7.82821  0.484
Cl  -2.14257  6.61455  -7.61046  0.524
Cl  0.21015  6.93118  -9.28324  0.529
H  -1.54255  5.39241  -9.51650  0.010
C  -0.35387  7.74922  7.14429  -1.544
Cl  0.30603  8.49777  5.68835  0.527
Cl  -1.95880  8.39596  7.50438  0.509
Cl  -0.41708  5.99411  6.96443  0.508
H  0.30085  7.98459  7.97431  0.013
C  2.30122  -15.22519  -2.33494  -1.533
Cl  2.96007  -16.60650  -1.45326  0.523
Cl  1.11917  -14.36204  -1.34565  0.518
Cl  3.59581  -14.13616  -2.84528  0.473
H  1.79686  -15.59663  -3.21873  0.012

The value obtained for the LUMO energy is -1.396 eV. The energy above the lowest of the compared OMol25 structures with the same formula, charge and spin comes out at 0.0 kJ/mol. For the frontier orbital gap, the calculation gives 7.4 eV.



Question: Among the records above, which one has the lowest frontier orbital gap?
Answer: C33H36AsBCsIN12S